15
Properties=species:S:1:pos:R:3:forces:R:3:mulliken_charge:R:1 method="wB97M-V/def2-TZVPD" de_lowest_kj_mol=180.2 e_homo_ev=-8.40 multiplicity=1 total_energy_ev=-7725.70665 homo_lumo_gap_ev=9.461
C 2.123692 -0.736414 -0.156567 -0.172 -0.152 0.006 -0.82
N 0.709914 -1.066420 -0.254209 -0.356 1.490 -0.090 -0.61
C -0.162729 -0.095224 -0.246588 1.741 -1.127 0.755 0.60
C 0.118579 1.348810 0.085995 -0.368 -0.078 -0.505 -1.21
N -1.433095 -0.567650 -0.470505 -0.002 -1.628 -0.286 -0.14
N -2.493316 -0.021628 0.284296 0.745 0.116 -0.387 -0.48
H 2.698253 -1.661955 -0.061534 -0.111 0.118 -0.043 0.27
H 2.482143 -0.217619 -1.052314 0.060 0.063 0.078 0.29
H 2.342412 -0.127334 0.726824 0.068 0.092 -0.058 0.29
H 0.353739 1.446498 1.149278 0.020 -0.019 -0.099 0.30
H 0.972970 1.706151 -0.494425 -0.034 -0.074 0.126 0.36
H -0.745736 1.976993 -0.143473 0.099 -0.139 0.098 0.39
H -1.193581 -1.625515 -0.475685 -1.507 1.745 0.170 0.34
H -3.389261 -0.175998 -0.177284 0.522 -0.091 0.717 0.22
H -2.383986 -0.182695 1.286190 -0.703 -0.315 -0.482 0.20